{
  "formula": "C39H50N6O7PPdS",
  "method": "ωB97M-V with the def2-TZVPD basis set",
  "species": ["Pd", "O", "C", "C", "O", "C", "C", "O", "C", "O", "O", "N", "C", "C", "C", "N", "H", "H", "H", "H", "N", "P", "N", "C", "C", "C", "C", "C", "N", "C", "C", "C", "C", "C", "N", "C", "C", "C", "C", "C", "H", "H", "H", "H", "H", "H", "H", "H", "H", "H", "H", "H", "H", "H", "H", "H", "H", "H", "H", "H", "H", "H", "H", "H", "H", "H", "H", "H", "H", "H", "S", "C", "C", "C", "C", "C", "C", "H", "H", "H", "H", "H", "C", "C", "C", "C", "C", "C", "C", "C", "C", "C", "O", "O", "H", "H", "H", "H", "H", "H", "H", "H", "H", "H", "H"],
  "positions_angstrom": [[-0.63622, -1.41202, 1.79355], [2.91287, -3.33109, 6.62546], [2.29639, -3.03584, 5.60445], [1.05735, -2.09077, 5.58130], [0.64472, -1.53431, 6.58172], [0.59140, -2.08116, 4.22458], [1.42741, -2.91415, 3.40687], [1.26061, -3.10669, 2.19282], [2.51400, -3.51561, 4.25603], [3.45185, -4.23249, 3.87128], [-0.44845, -1.46345, 3.75902], [-1.37956, -4.34353, 1.45745], [-2.09032, -5.38591, 1.90414], [-3.02920, -4.89251, 2.78863], [-2.80970, -3.51354, 2.81299], [-1.81834, -3.20475, 1.98704], [-0.63006, -4.25379, 0.74521], [-1.88972, -6.38965, 1.58309], [-3.76975, -5.43848, 3.33684], [-3.30761, -2.75095, 3.38216], [0.39370, 0.26064, 1.71894], [0.91547, 0.87823, 0.39459], [2.00300, 2.16819, 0.84066], [1.45439, 3.51952, 0.86745], [2.31778, 4.46539, 1.70835], [3.78622, 4.08488, 1.56185], [4.00541, 2.68524, 2.15050], [2.70935, 1.87229, 2.07775], [-0.24201, 1.62281, -0.57386], [-1.58945, 1.64988, -0.00272], [-2.60263, 2.16730, -1.01205], [-2.24834, 3.60385, -1.37777], [-0.79384, 3.69122, -1.86750], [-0.06552, 2.33876, -1.81704], [1.84320, -0.13289, -0.59055], [2.27444, 0.04754, -1.95600], [3.71067, 0.57010, -2.03490], [4.63380, -0.44448, -1.36611], [4.15036, -0.71702, 0.05719], [2.67412, -1.11551, 0.07733], [0.42597, 3.53276, 1.25211], [1.44068, 3.88755, -0.16272], [2.03972, 4.40494, 2.76097], [2.14828, 5.49314, 1.37665], [4.42289, 4.81613, 2.06679], [4.04356, 4.08941, 0.50002], [4.31513, 2.75966, 3.19418], [4.80604, 2.18118, 1.60557], [2.07511, 2.08914, 2.94466], [2.91570, 0.80443, 2.11245], [-1.61419, 2.30690, 0.87782], [-1.85935, 0.63808, 0.32666], [-3.59916, 2.12280, -0.57035], [-2.59783, 1.53708, -1.90043], [-2.38115, 4.22389, -0.48850], [-2.93110, 3.98333, -2.14158], [-0.24750, 4.42574, -1.27606], [-0.76451, 4.02999, -2.90504], [1.00085, 2.52160, -1.96273], [-0.42592, 1.72762, -2.65979], [1.58244, 0.69413, -2.48399], [2.24497, -0.93061, -2.44643], [3.77489, 1.52783, -1.51544], [3.98995, 0.71605, -3.08278], [5.66020, -0.06623, -1.34459], [4.62884, -1.37109, -1.94579], [4.28204, 0.19461, 0.63845], [4.74356, -1.51082, 0.51456], [2.31505, -1.23198, 1.10436], [2.55359, -2.08292, -0.42232], [-2.73636, -0.05353, 3.06495], [-3.93047, 0.95741, 2.30407], [-4.76273, 0.48039, 1.28799], [-5.74478, 1.29208, 0.75234], [-5.91495, 2.59118, 1.20833], [-5.09179, 3.07243, 2.21625], [-4.10999, 2.26824, 2.75723], [-4.61920, -0.52861, 0.92823], [-6.39199, 0.90568, -0.02329], [-6.68270, 3.22254, 0.78340], [-5.22381, 4.07988, 2.58606], [-3.46786, 2.62999, 3.54547], [-0.59748, -0.82987, -6.59970], [-0.60300, -1.31463, -5.18075], [-1.68899, -1.07859, -4.35262], [-1.68648, -1.47086, -3.02333], [-2.94460, -1.31933, -2.22391], [-0.55092, -2.09463, -2.49366], [0.49194, -2.46633, -3.34992], [1.62451, -3.34910, -2.91194], [0.45512, -2.05273, -4.67664], [-0.45639, -2.32668, -1.00328], [-0.01904, -3.40228, -0.57910], [-0.85708, -1.36569, -0.27623], [-1.30104, -0.01084, -6.73022], [-0.88644, -1.63103, -7.27997], [0.39804, -0.49379, -6.88274], [-2.55458, -0.56718, -4.74901], [-3.63212, -0.62740, -2.70490], [-2.73358, -0.97793, -1.21541], [-3.43193, -2.29211, -2.15226], [1.76550, -3.30965, -1.83807], [2.55035, -3.08229, -3.42023], [1.38805, -4.38666, -3.15512], [1.28024, -2.30766, -5.32937]],
  "forces_ev_per_a": [[-0.864, 0.032, -1.313], [-0.815, 0.417, -1.672], [-0.041, 0.481, 3.371], [0.951, -0.239, 2.187], [-0.014, -0.154, -0.781], [-3.156, 1.650, -1.553], [0.547, -0.725, -1.365], [0.116, 0.128, 0.799], [2.092, -1.660, -2.338], [-1.833, 1.273, 0.612], [2.933, -1.406, 4.177], [-0.044, -0.280, -0.055], [-0.041, -0.031, 0.083], [0.028, -0.077, -0.032], [0.064, -0.234, -0.126], [-0.463, -0.301, 0.218], [-0.284, 0.064, 0.110], [0.076, -0.115, -0.094], [-0.092, -0.159, 0.086], [0.002, 0.188, -0.027], [-0.333, -0.028, 1.033], [1.509, 2.036, -2.998], [-0.369, -0.439, -0.478], [-0.194, 0.264, -0.137], [0.169, -0.040, -0.165], [-0.048, 0.078, 0.106], [-0.044, -0.030, -0.100], [0.332, -0.057, 0.158], [0.406, -0.451, 1.077], [-0.626, -0.389, 0.224], [0.133, 0.242, 0.168], [-0.119, -0.120, -0.122], [0.095, -0.040, 0.072], [0.273, 0.255, -0.327], [-0.596, -0.011, 0.959], [0.029, 0.573, -0.247], [-0.119, -0.218, -0.100], [0.038, 0.263, 0.137], [-0.003, -0.180, -0.158], [0.269, -0.127, 0.519], [-0.059, 0.060, -0.045], [-0.083, 0.072, 0.106], [-0.073, 0.060, 0.054], [-0.072, -0.042, 0.072], [0.028, -0.017, -0.107], [0.051, 0.024, -0.010], [0.037, -0.028, 0.059], [0.015, -0.054, 0.025], [-0.029, -0.108, 0.028], [0.076, -0.031, 0.165], [-0.091, -0.099, 0.048], [0.017, 0.375, -0.060], [0.074, -0.060, -0.010], [-0.062, -0.132, -0.098], [-0.032, 0.024, 0.006], [-0.020, 0.035, 0.045], [0.029, 0.015, -0.017], [0.075, 0.032, -0.023], [-0.030, -0.001, -0.121], [0.182, 0.001, 0.078], [-0.015, -0.086, -0.116], [-0.080, 0.077, 0.015], [0.000, 0.116, 0.000], [0.007, 0.049, 0.017], [0.009, -0.108, -0.045], [0.023, -0.082, -0.038], [0.065, 0.037, 0.131], [0.029, 0.007, 0.090], [0.122, -0.160, -0.166], [-0.048, 0.005, 0.117], [0.413, -0.165, 0.067], [0.139, -0.215, -0.114], [0.002, 0.094, 0.013], [-0.141, -0.031, -0.110], [-0.077, 0.042, -0.044], [-0.132, 0.127, -0.027], [0.060, -0.063, -0.063], [-0.016, -0.098, 0.000], [-0.032, -0.017, -0.097], [-0.060, 0.033, -0.024], [-0.001, 0.097, 0.015], [0.095, 0.058, 0.067], [-0.011, -0.093, -0.005], [0.036, -0.073, 0.016], [0.136, 0.001, 0.002], [0.003, 0.067, -0.029], [-0.064, 0.178, 0.178], [0.085, 0.025, -0.061], [-0.175, -0.096, 0.002], [0.098, 0.022, 0.141], [-0.080, 0.115, 0.011], [-0.470, 0.309, 0.070], [0.345, -0.574, -0.104], [-0.128, -0.214, -1.493], [-0.012, 0.084, -0.059], [-0.010, -0.035, -0.111], [0.037, 0.066, -0.096], [-0.158, 0.078, -0.046], [-0.092, 0.026, -0.078], [-0.102, 0.025, 0.000], [-0.113, -0.062, 0.054], [0.105, -0.080, -0.043], [0.062, 0.004, -0.094], [0.014, -0.035, 0.003], [0.130, -0.015, -0.051]],
  "relative_energy_ev": 1.4056,
  "s2": 6.05,
  "largest_force_ev_per_a": 5.3,
  "multiplicity": 5,
  "total_charge": -1
}